No. 1
The following is a quantum chemistry calculation of C24H26ClIN5O6V as an isolated structure in a non-equilibrium geometry, from the Open Molecules 2025 dataset.

Atoms and positions in Å:
H: -4.72 -0.10 -3.13
H: 2.43 4.82 -1.93
O: -2.77 2.66 0.65
C: 2.41 4.69 -3.01
H: 3.40 4.92 -3.40
C: 2.04 2.70 -4.51
H: 3.05 2.45 2.01
C: 3.21 -1.88 -0.27
H: 3.33 1.79 -0.37
N: 1.21 -0.80 0.47
H: 1.40 -1.65 -1.39
N: 0.05 -1.12 3.31
O: 1.04 0.17 -2.34
O: -3.67 0.59 1.42
H: 3.72 -2.40 -1.07
C: -1.77 -2.72 3.30
H: 0.20 -1.44 4.25
C: 1.52 2.73 -0.99
C: -3.19 -2.02 -0.25
H: -2.58 -2.24 3.85
H: 1.53 0.66 -5.13
C: -4.32 -0.65 -2.29
O: -1.23 -1.29 1.47
C: 0.92 -0.08 2.78
H: -2.21 -3.37 2.55
N: 2.07 3.32 -3.31
N: 1.72 2.38 -2.35
H: -0.34 3.74 -1.35
H: -2.28 -0.22 -2.80
C: 1.42 1.17 -2.96
C: 2.30 2.72 1.28
O: -1.19 0.99 -1.30
V: -0.81 0.15 -0.05
O: -1.70 1.50 2.44
H: 1.72 4.30 -5.90
C: 1.91 -1.46 -0.46
C: -4.57 -2.00 -0.36
C: 1.79 -0.61 1.68
H: -2.72 -2.57 0.54
H: -0.64 4.39 1.02
H: 3.41 3.83 -5.70
H: 1.05 3.74 2.70
H: 4.87 -1.89 1.10
N: -2.37 -1.36 -1.08
C: 3.10 -0.98 1.93
C: 1.19 3.46 1.67
C: -0.96 -1.65 2.63
C: 2.47 2.35 -0.05
Cl: -2.47 1.37 1.20
C: 0.24 3.83 0.72
H: -6.23 -1.28 -1.53
C: -5.15 -1.30 -1.40
C: 3.84 -1.60 0.93
H: 3.53 -0.80 2.90
H: 1.53 0.27 3.61
C: 2.39 3.45 -5.75
H: 2.31 2.79 -6.61
H: 1.68 5.38 -3.44
H: -1.17 -3.31 3.99
C: 1.65 1.40 -4.35
H: 0.31 0.77 2.45
I: -5.71 -2.97 1.07
C: 0.40 3.47 -0.61
C: -2.95 -0.71 -2.10

HOMO (spin up / spin down) ... -10.5 / -10.5 eV
Relative energy (zero: lowest compared OMol25 entry of this formula, charge and spin) ... 66.23 kcal per mole
Kohn-Sham gap (spin up / spin down) ... 6.483 / 6.966 eV
Charge ... +1
Expectation value of S² ... 0.7797
2S+1 ... 2

No. 2
The following is a quantum chemistry calculation of C24H26F6FeN3O3 as an isolated structure in a non-equilibrium geometry, from the Open Molecules 2025 dataset.

Atoms and positions in Å:
C: 4.32 8.59 0.82
C: -0.57 2.84 0.26
C: -0.07 0.23 1.29
C: -1.94 3.46 2.03
F: 2.11 7.73 1.03
O: 0.00 -0.91 1.05
C: -2.57 2.37 1.34
C: -1.62 0.84 3.30
H: 3.14 0.53 1.45
C: 2.85 8.77 0.55
F: 2.38 9.91 1.15
H: 2.94 2.85 2.65
H: 8.10 8.22 1.52
C: 7.04 8.33 1.33
H: 0.57 1.37 3.85
H: 4.84 10.41 -0.22
C: 8.27 0.11 1.72
C: 8.19 1.57 2.22
H: -2.35 3.99 2.88
C: 6.14 7.34 1.78
H: 6.89 -1.39 2.50
C: 0.92 2.17 3.16
H: 8.56 0.07 0.67
H: 2.08 -0.15 2.71
H: -0.02 4.57 1.60
H: 0.24 2.84 -0.46
C: 7.53 10.43 0.06
C: 6.86 -0.47 1.90
O: 4.83 4.76 2.34
Fe: -0.74 1.81 1.98
H: 4.09 6.71 1.85
F: 8.71 10.44 0.74
F: 7.82 10.19 -1.26
H: 8.71 1.67 3.18
F: 7.01 11.69 0.13
H: 6.28 2.34 1.50
H: 0.69 3.18 3.59
C: 2.28 1.99 2.75
H: 7.63 6.24 2.71
C: -1.73 1.99 0.25
N: 6.64 6.24 2.48
C: -0.71 3.76 1.35
H: 5.10 0.53 2.30
C: 6.67 1.84 2.42
N: 6.78 4.13 3.35
C: 2.81 0.65 2.50
H: -1.97 1.25 -0.51
H: 6.83 2.40 4.51
C: 5.98 5.03 2.70
H: 8.60 2.29 1.51
H: 3.65 0.44 3.17
C: 6.56 9.41 0.60
C: 4.78 7.48 1.53
F: 2.59 8.87 -0.79
C: 5.20 9.55 0.34
H: -3.55 1.95 1.57
C: 6.33 2.76 3.60
N: 6.06 0.56 2.57
H: 7.66 4.43 3.75
H: 6.40 -0.75 0.93
O: -2.00 0.01 4.01
H: 8.99 -0.45 2.32
H: 5.24 2.76 3.78

HOMO (spin up / spin down) ... -7.7 / -10.1 eV
Relative energy (zero: lowest compared OMol25 entry of this formula, charge and spin) ... 0.54 kcal per mole
Kohn-Sham gap (spin up / spin down) ... 3.645 / 1.780 eV
Charge ... +1
Expectation value of S² ... 6.1639
2S+1 ... 5

No. 3
The following is a quantum chemistry calculation of C24H26IN3OsS2Si as an isolated structure in a non-equilibrium geometry, from the Open Molecules 2025 dataset.

Atoms and positions in Å:
C: 1.40 3.30 -0.29
C: 0.09 -1.17 4.84
C: 0.79 4.17 3.36
H: -2.35 -1.21 7.21
Si: -1.24 -1.68 -4.83
C: -0.03 -1.44 -3.35
N: 0.46 2.34 -0.47
H: 1.51 4.98 3.40
H: -1.87 0.70 -4.71
I: -3.21 -1.61 2.13
H: 0.33 -0.69 -6.49
H: -0.81 -1.79 -7.23
Os: -1.08 -1.16 0.61
H: 2.09 -1.14 5.64
C: -0.06 -1.22 2.35
C: -2.41 -0.24 -4.80
C: -2.68 -1.35 5.09
H: 0.57 -2.44 -6.36
C: 1.34 -1.23 -3.54
N: -0.14 2.59 1.76
H: 2.91 4.46 -1.27
C: 1.69 -1.10 -1.18
H: 3.27 -0.99 -2.60
C: 1.56 3.94 0.94
H: -1.37 -4.13 -4.46
C: 2.12 -1.20 3.50
H: 1.58 3.89 -2.31
C: 2.20 -1.10 -2.46
H: 2.33 -0.97 -0.33
C: -2.08 -1.35 3.86
H: 3.20 -1.22 3.43
H: -3.12 -0.30 -3.97
H: -0.77 2.28 2.50
H: -2.84 -3.34 -3.86
C: -0.70 -1.24 3.66
H: 0.10 -1.07 6.99
H: 2.29 4.72 1.07
S: -2.05 -1.80 -1.38
C: 0.76 3.57 2.00
C: -0.43 -1.45 -2.03
C: -1.88 -1.22 6.24
S: -1.70 0.95 0.39
H: -2.99 -0.21 -5.72
C: -0.52 -1.14 6.11
C: 2.23 3.64 -1.47
C: 1.33 -1.23 2.34
H: -3.76 -1.45 5.19
H: -2.61 -3.56 -5.59
N: 0.38 -1.24 -0.97
H: 1.85 -1.24 1.40
H: 1.08 3.41 4.10
H: 1.74 -1.20 -4.54
H: 2.80 2.75 -1.78
C: -0.30 2.01 0.54
H: -0.19 4.55 3.63
C: -0.18 -1.65 -6.36
C: -2.09 -3.33 -4.65
C: 1.50 -1.16 4.73

HOMO ... -14.0 eV
Relative energy (zero: lowest compared OMol25 entry of this formula, charge and spin) ... 39.60 kcal per mole
Kohn-Sham gap ... 5.969 eV
Charge ... +2

No. 4
The following is a quantum chemistry calculation of a 2-piece molecular cluster, C24H26N overall in a non-equilibrium geometry, from the Open Molecules 2025 dataset.

Atoms and positions in Å:
H: -1.73 -2.50 -1.58
H: -4.19 -0.25 5.57
H: 2.56 -2.44 1.82
H: 0.67 1.08 4.52
C: -1.82 -3.54 0.33
H: -2.77 -4.01 0.12
C: 3.73 -0.38 -1.99
H: 3.75 0.53 -2.59
C: 0.67 -2.37 0.83
C: -4.01 1.76 4.96
C: -3.63 2.80 4.11
H: -1.54 -0.37 2.26
H: 3.90 -0.42 2.52
H: -1.63 -4.37 2.33
C: 1.40 0.34 4.13
H: 0.46 -1.43 -1.11
H: 5.20 -1.40 -3.22
H: -2.85 -1.33 3.98
C: 3.08 0.30 2.34
H: 0.63 -3.41 2.72
H: -4.65 2.03 5.80
H: -2.78 3.67 2.39
H: 2.28 0.40 -0.60
H: 0.12 -1.00 3.08
H: 3.42 0.97 1.55
H: 1.63 -0.35 4.96
C: -2.18 0.31 2.84
C: -1.23 -2.70 -0.63
C: 0.01 -2.10 -0.37
C: 2.90 -0.45 -0.87
C: 1.79 -0.42 1.88
C: -1.18 -3.76 1.55
C: 4.54 -2.62 -1.54
C: -2.87 2.73 2.94
H: 2.49 2.09 3.42
C: -2.25 1.63 2.37
C: 2.69 1.03 3.63
H: 1.29 0.23 1.14
H: 3.50 1.00 4.37
N: 0.94 -0.42 3.01
C: 4.55 -1.46 -2.34
C: -2.92 -0.24 3.88
C: 3.71 -2.69 -0.43
C: 0.08 -3.20 1.79
H: -4.02 3.79 4.37
C: 2.90 -1.61 -0.08
H: -1.72 1.82 1.43
H: 3.69 -3.59 0.20
H: 5.19 -3.46 -1.79
C: -3.71 0.40 4.83
C: 2.02 -1.75 1.15

HOMO ... -10.6 eV
Relative energy (zero: lowest compared OMol25 entry of this formula, charge and spin) ... 38.89 kcal per mole
Kohn-Sham gap ... 5.245 eV
Charge ... +1